Formula: C16H23NO
Source: the OMol25 dataset
Level of theory: wB97M-V/def2-TZVPD

Element x y z (Å)
1 C 1.94844 2.48299 3.24714
2 C 1.02580 1.31569 3.43153
3 C 0.65975 0.53860 2.33972
4 C -0.17667 -0.56044 2.49255
5 C -0.63756 -0.89546 3.76200
6 C -0.28700 -0.12247 4.85171
7 C 0.53641 0.97872 4.68666
8 H 0.81024 1.57824 5.54313
9 H -0.65188 -0.37833 5.83546
10 H -1.26845 -1.76424 3.87043
11 C -0.58053 -1.43262 1.34830
12 O -0.78147 -2.62589 1.47606
13 N -0.72802 -0.78577 0.17041
14 H -0.59103 0.20921 0.12849
15 C -1.10482 -1.46775 -1.04729
16 C 0.13070 -2.01653 -1.79878
17 H -0.18812 -2.39256 -2.77158
18 C 1.32624 -1.07466 -1.96477
19 C 1.37811 -0.28708 -3.27649
20 H 2.21701 0.41136 -3.21005
21 H 1.59851 -0.97979 -4.09237
22 C 0.11269 0.49074 -3.64304
23 H -0.64666 -0.20391 -3.99734
24 C -0.44781 1.32184 -2.48284
25 C -1.83817 0.87747 -2.01755
26 H -2.57515 1.24371 -2.73759
27 H -2.06103 1.37143 -1.06744
28 C -2.08958 -0.62959 -1.87574
29 H -3.07689 -0.73000 -1.41669
30 H -2.15930 -1.08798 -2.86283
31 H 0.25307 1.29086 -1.64903
32 H -0.52361 2.37066 -2.77922
33 H 0.35559 1.14268 -4.48480
34 H 1.37057 -0.39833 -1.11031
35 H 2.23941 -1.67359 -1.92253
36 H 0.46890 -2.87426 -1.21361
37 H -1.65349 -2.36130 -0.71854
38 H 1.06684 0.78858 1.36878
39 H 2.96220 2.13135 3.05460
40 H 1.96713 3.10849 4.13584
41 H 1.63962 3.08995 2.39765

## Properties
Net charge = 0
HOMO-LUMO gap = 9.878 eV
SMILES = Cc1cccc(C(=O)NC2CCCCCCC2)c1
Calculated total energy = -20503.8123 eV
Energy relative to the best compared isomer or geometry (same formula, charge and spin) = 0.2380 eV
HOMO level = -9.145 eV